{
  "formula": "C50H103F6N3O22",
  "method": "the ωB97M-V functional and the def2-TZVPD basis",
  "species": ["F", "F", "F", "F", "F", "F", "O", "O", "O", "O", "O", "O", "O", "O", "O", "O", "O", "O", "O", "O", "O", "O", "O", "O", "O", "O", "O", "O", "N", "N", "N", "C", "C", "C", "C", "C", "C", "C", "C", "C", "C", "C", "C", "C", "C", "C", "C", "C", "C", "C", "C", "C", "C", "C", "C", "C", "C", "C", "C", "C", "C", "C", "C", "C", "C", "C", "C", "C", "C", "C", "C", "C", "C", "C", "C", "C", "C", "C", "C", "C", "C", "H", "H", "H", "H", "H", "H", "H", "H", "H", "H", "H", "H", "H", "H", "H", "H", "H", "H", "H", "H", "H", "H", "H", "H", "H", "H", "H", "H", "H", "H", "H", "H", "H", "H", "H", "H", "H", "H", "H", "H", "H", "H", "H", "H", "H", "H", "H", "H", "H", "H", "H", "H", "H", "H", "H", "H", "H", "H", "H", "H", "H", "H", "H", "H", "H", "H", "H", "H", "H", "H", "H", "H", "H", "H", "H", "H", "H", "H", "H", "H", "H", "H", "H", "H", "H", "H", "H", "H", "H", "H", "H", "H", "H", "H", "H", "H", "H", "H", "H", "H", "H", "H", "H"],
  "xyz": [[16.071, -23.044, -4.799], [19.759, -18.997, -1.722], [18.843, -20.688, -0.686], [14.242, -22.717, -3.702], [17.717, -19.428, -2.143], [16.062, -22.343, -2.701], [18.671, -17.922, -9.754], [10.897, -20.030, -4.785], [16.424, -15.696, -10.383], [20.979, -16.154, -5.651], [19.338, -20.487, -4.120], [15.677, -19.950, 1.473], [11.803, -22.099, -9.464], [10.208, -22.473, -11.856], [15.943, -20.744, -5.668], [21.016, -17.669, -11.706], [15.284, -26.809, -7.939], [18.835, -22.522, -8.797], [19.353, -22.224, -2.591], [9.198, -22.432, -4.134], [22.771, -18.536, -6.353], [15.089, -19.810, -3.634], [18.386, -24.943, -6.924], [16.340, -21.619, 3.883], [14.722, -23.399, 5.936], [10.404, -17.267, -5.054], [13.232, -23.453, -7.085], [18.988, -13.492, -7.097], [14.849, -16.606, -5.264], [22.644, -21.787, -7.512], [15.643, -27.684, -3.745], [24.057, -18.947, -6.091], [21.161, -20.003, -8.654], [9.658, -22.504, -10.523], [11.357, -21.323, -4.538], [9.781, -16.001, -4.661], [15.630, -19.560, 0.094], [9.332, -23.010, -12.759], [19.600, -16.802, -9.865], [17.388, -17.997, -10.433], [16.315, -14.615, -9.469], [14.853, -27.007, -4.257], [10.305, -22.339, -4.956], [14.531, -22.596, 7.144], [19.299, -24.837, -8.033], [21.985, -20.987, -7.975], [20.213, -14.060, -6.704], [17.456, -26.019, -7.073], [14.983, -21.395, 4.340], [17.010, -20.391, 3.520], [20.192, -16.558, -11.291], [11.311, -17.769, -4.044], [15.683, -28.119, -8.374], [16.965, -20.154, 2.051], [16.270, -25.760, -8.037], [19.185, -12.247, -7.744], [14.245, -22.702, 4.738], [21.705, -17.350, -12.960], [21.978, -18.408, -5.203], [16.218, -19.583, -6.405], [8.264, -21.343, -4.236], [19.835, -15.380, -6.031], [16.390, -17.011, -9.794], [19.762, -23.425, -8.244], [20.914, -23.505, -3.894], [12.674, -21.520, -8.493], [18.881, -19.983, -1.846], [14.748, -16.715, -4.094], [15.498, -22.276, -3.876], [12.422, -24.453, -7.614], [20.682, -17.542, -5.380], [14.636, -16.787, -2.627], [17.507, -18.876, -6.034], [15.488, -20.790, -4.332], [11.910, -19.053, -4.534], [19.167, -20.940, -3.003], [13.748, -22.541, -8.100], [17.679, -22.163, -7.994], [19.450, -23.253, -3.555], [10.436, -21.594, -9.519], [13.863, -26.022, -4.816], [18.322, -11.825, -8.260], [19.368, -16.248, -11.934], [14.403, -21.044, 3.486], [7.979, -21.263, -5.285], [14.099, -23.101, -8.967], [15.782, -24.804, -7.848], [12.783, -25.085, -8.425], [20.385, -17.067, -9.157], [13.827, -17.343, -2.154], [17.553, -19.266, 1.821], [13.627, -21.987, 7.158], [19.973, -12.299, -8.495], [20.858, -13.430, -6.091], [13.707, -25.139, -4.196], [17.413, -20.931, 1.431], [17.465, -18.490, -5.016], [9.104, -15.808, -5.494], [10.647, -23.369, -5.051], [16.542, -17.018, -8.715], [15.368, -21.914, 7.294], [13.213, -22.385, 4.889], [11.442, -24.031, -7.835], [16.750, -19.491, 4.077], [17.004, -23.017, -8.048], [12.500, -19.015, -5.450], [20.052, -17.673, -4.501], [19.083, -15.838, -6.672], [15.348, -18.932, -6.325], [17.328, -14.290, -9.232], [10.730, -18.037, -3.161], [20.650, -23.440, -8.875], [9.708, -23.525, -10.146], [15.985, -20.417, -0.479], [18.835, -25.158, -8.965], [14.629, -22.042, -7.696], [15.720, -14.870, -8.592], [24.592, -19.165, -7.015], [17.597, -18.019, -6.703], [18.950, -15.979, -9.567], [15.346, -17.309, -9.879], [8.387, -22.467, -12.750], [12.303, -25.160, -6.793], [20.808, -14.212, -7.604], [10.385, -20.552, -9.835], [14.802, -20.708, 5.166], [15.536, -17.300, -2.289], [17.549, -17.738, -11.479], [8.761, -20.469, -3.815], [15.948, -13.795, -10.085], [21.059, -24.537, -4.214], [18.012, -21.922, -6.985], [17.083, -26.153, -6.058], [18.073, -20.609, 3.631], [14.864, -28.828, -8.490], [20.544, -20.451, -9.433], [20.154, -25.508, -7.952], [22.124, -18.209, -13.483], [20.041, -22.979, -7.289], [12.236, -21.015, -7.632], [14.590, -15.737, -2.335], [24.639, -18.276, -5.459], [11.709, -21.400, -3.509], [19.565, -11.578, -6.972], [20.875, -17.091, -13.617], [19.223, -15.205, -5.146], [13.143, -20.692, -9.024], [12.096, -17.099, -3.696], [21.637, -23.470, -3.079], [21.733, -19.422, -4.886], [14.570, -23.119, 8.100], [16.553, -25.747, -9.090], [18.856, -23.041, -4.443], [16.179, -28.020, -9.340], [14.297, -23.388, 3.893], [14.606, -19.497, -0.276], [22.565, -17.925, -4.422], [21.836, -19.287, -9.122], [12.584, -19.449, -3.775], [8.928, -23.982, -12.473], [18.356, -19.533, -6.218], [12.217, -21.438, -5.197], [9.164, -16.102, -3.768], [20.839, -15.692, -11.157], [9.673, -23.032, -13.794], [17.931, -26.932, -7.432], [20.106, -17.940, -6.215], [8.606, -22.225, -10.454], [19.148, -24.190, -3.087], [17.045, -19.011, -10.227], [16.358, -28.541, -7.629], [10.454, -15.156, -4.520], [16.288, -19.808, -7.469], [20.463, -19.459, -8.017], [7.391, -21.623, -3.647], [14.208, -25.680, -5.792], [17.111, -21.361, -8.466], [16.194, -18.709, -0.287], [22.383, -16.512, -12.798], [24.036, -19.894, -5.551], [9.940, -21.589, -8.548], [21.364, -22.927, -4.702], [10.006, -22.076, -5.971], [12.843, -26.393, -4.915]],
  "forces_ev_per_angstrom": [[0.44, -0.37, 0.47], [0.29, -0.26, -0.08], [-0.32, 1.04, -0.66], [-0.04, 0.13, -0.36], [-0.81, 0.24, 0.40], [1.22, -0.40, 0.59], [0.35, -1.11, 0.01], [-0.72, 1.07, 0.47], [0.46, -1.21, 0.26], [-0.36, -0.73, -0.38], [-0.67, -1.07, 1.22], [-1.10, 1.20, 0.12], [-1.30, 0.15, 0.93], [0.58, 0.80, 1.83], [-0.50, -1.93, 2.89], [-0.12, 0.37, -0.48], [0.06, 0.72, 0.57], [-1.21, -0.43, -0.20], [-1.27, 2.17, 0.15], [-0.96, -0.03, 0.74], [-1.20, 1.14, -1.13], [1.96, -4.61, -3.06], [0.82, -0.33, -1.85], [-0.81, 1.37, 1.19], [-0.86, 1.31, 0.33], [0.89, 1.38, 1.47], [2.00, 1.01, -0.99], [-0.59, 0.31, -0.34], [-0.19, -0.37, 3.47], [0.91, -1.40, 0.85], [-0.81, 0.69, -0.87], [0.95, -1.16, 0.49], [-0.15, 0.41, -0.38], [1.17, 0.35, 0.60], [0.44, -0.33, -0.64], [-0.25, -1.28, -0.82], [0.17, -1.90, -0.04], [-2.24, -0.44, -0.63], [-1.51, -1.10, -1.35], [0.96, 1.99, 1.06], [0.79, 0.12, -1.05], [-0.32, 0.50, 0.52], [0.06, 0.02, -0.30], [0.86, 0.28, -0.50], [-1.89, -0.60, -0.11], [-1.23, 1.23, -0.66], [0.22, -0.78, -0.25], [-0.39, 0.13, 0.52], [-0.47, -1.47, -0.53], [0.06, -1.57, -0.60], [0.45, -0.53, 1.78], [-1.21, -0.41, -0.74], [0.78, 0.61, 0.01], [-0.39, 0.81, -2.49], [-1.03, -1.18, -0.68], [0.94, 0.25, 0.47], [1.30, 0.25, 0.72], [-2.05, 0.09, 0.53], [-0.50, 1.04, 0.30], [-0.53, 2.14, -0.12], [0.73, -0.83, 0.34], [-0.03, 0.14, 0.70], [-0.54, 0.43, -0.42], [0.84, 1.88, 0.93], [0.99, -0.58, -0.85], [0.77, 0.35, -1.38], [0.19, -1.02, 0.76], [-0.41, -0.23, -3.12], [-1.58, 0.90, -0.42], [-1.37, -0.84, 1.02], [0.97, -0.11, -0.93], [0.68, 0.21, -0.42], [-0.52, 0.01, -0.09], [-0.84, 4.78, -0.58], [-0.09, -1.09, -0.33], [2.14, -0.96, -1.29], [-1.22, -0.16, 0.78], [1.29, -0.18, -0.59], [1.65, -0.83, -0.45], [0.58, -0.81, -1.27], [0.31, -0.28, 0.11], [-0.36, -0.47, 0.51], [0.09, -0.47, -0.65], [-0.09, 0.32, -0.10], [-0.05, 0.54, -0.05], [-0.27, -0.14, -0.28], [-0.24, -0.13, 0.46], [0.50, 0.58, -0.46], [-0.06, 0.35, 0.04], [-0.33, 0.06, -0.76], [0.36, 0.35, 0.24], [-0.28, -0.18, -0.39], [0.19, -0.29, -0.22], [-0.36, 0.33, 0.50], [0.63, -0.11, 0.29], [0.34, -0.59, 0.53], [0.26, -0.21, 0.02], [0.08, 0.28, 0.09], [0.72, 0.11, 0.26], [0.49, 0.38, 0.20], [0.18, 0.34, -0.51], [-0.25, -0.12, 0.05], [-0.08, -0.26, -0.38], [-0.35, -0.26, 0.28], [-0.13, -0.62, 0.47], [0.18, 0.69, -0.19], [0.09, 0.15, 0.33], [0.50, -0.80, -0.62], [0.11, 0.34, 0.17], [0.10, -0.10, 0.79], [-0.23, 0.05, 0.27], [-0.21, 0.09, -0.19], [0.11, -0.26, 0.01], [0.43, -0.17, -0.25], [-0.51, -0.25, -0.02], [-0.15, 0.16, 0.44], [-0.06, 0.30, -0.05], [-0.15, 0.36, -0.09], [0.02, 0.06, -0.04], [0.85, 0.79, 0.07], [-0.10, -0.65, -0.37], [-0.18, 0.72, -0.27], [-0.31, -0.02, 0.05], [0.20, -0.49, -0.22], [0.39, 0.13, -0.35], [0.93, 0.43, 0.07], [0.19, 0.41, 0.23], [-0.40, -0.44, -0.21], [-0.49, 0.33, -0.38], [-0.65, 0.05, 0.42], [-0.41, -0.23, -0.22], [-0.29, -0.15, 0.09], [-0.21, -0.22, -0.13], [0.14, 0.15, 0.63], [-0.39, 0.65, 0.19], [0.20, -0.17, -0.11], [0.41, 0.31, 0.64], [0.43, -0.19, 0.92], [0.31, -0.26, 0.42], [-0.60, -0.61, 0.28], [0.20, -0.15, 0.56], [-0.05, 0.48, -0.10], [-0.17, -0.35, 0.28], [-0.20, 0.59, -0.13], [0.23, 0.68, -0.43], [0.13, 0.47, 0.43], [0.56, 0.27, -0.02], [-0.02, 0.47, -0.52], [-0.52, 0.44, 0.49], [-0.47, -0.05, 0.37], [-0.31, -1.06, -0.55], [0.66, 0.10, -0.13], [-0.08, 0.07, 0.10], [0.19, -0.18, -0.11], [0.05, -0.29, 0.32], [-0.25, 0.36, 0.73], [0.13, 0.02, 0.27], [-0.16, 0.12, -0.04], [0.13, 0.14, 0.34], [0.67, -0.74, 0.05], [0.08, 0.08, 0.34], [0.51, -0.64, -0.08], [0.09, -0.26, 0.21], [0.08, 0.34, -0.13], [0.52, 0.05, 0.33], [0.41, 0.07, 0.18], [-0.06, -0.05, -0.26], [-0.18, 0.30, -0.51], [-0.69, 0.43, 0.23], [0.04, -0.03, -0.45], [0.18, -0.17, -0.06], [0.40, -0.22, -0.14], [-0.22, -0.71, 0.11], [0.31, -0.08, 0.30], [0.10, 0.04, -0.01], [-0.03, -0.11, 0.03], [0.62, 0.09, -0.21], [0.20, 0.41, 0.86], [0.17, -0.16, -0.23], [0.03, -0.38, 0.19], [0.06, -0.51, 0.25], [-0.34, 0.47, 0.01], [-0.16, 0.30, -0.39], [0.29, -0.67, -0.10]],
  "lowdin_charge": [0.16, 0.19, 0.15, 0.16, 0.16, 0.21, -0.21, -0.15, -0.20, -0.12, 0.13, -0.18, -0.15, -0.16, -0.03, -0.20, -0.18, -0.02, 0.03, -0.18, -0.20, 0.10, -0.04, -0.11, -0.18, -0.17, -0.20, -0.20, 0.15, 0.16, 0.12, -0.14, -0.05, -0.17, -0.21, -0.08, -0.10, -0.16, -0.12, -0.14, -0.09, -0.25, -0.22, -0.10, -0.11, -0.29, -0.21, -0.12, -0.19, -0.17, -0.19, -0.19, -0.06, -0.22, -0.16, -0.10, -0.17, -0.07, -0.18, -0.24, -0.06, -0.18, -0.19, -0.15, -0.06, -0.18, -0.54, -0.26, -0.57, -0.12, -0.15, -0.06, -0.06, -0.21, -0.19, -0.32, -0.15, 0.04, -0.20, -0.14, -0.06, 0.09, 0.12, 0.11, 0.09, 0.12, 0.11, 0.10, 0.12, 0.08, 0.12, 0.08, 0.08, 0.13, 0.07, 0.12, 0.08, 0.09, 0.12, 0.11, 0.08, 0.11, 0.09, 0.13, 0.10, 0.13, 0.11, 0.11, 0.10, 0.06, 0.13, 0.15, 0.12, 0.06, 0.14, 0.09, 0.09, 0.09, 0.07, 0.11, 0.12, 0.08, 0.07, 0.12, 0.12, 0.11, 0.06, 0.12, 0.08, 0.09, 0.07, 0.11, 0.13, 0.13, 0.10, 0.08, 0.17, 0.09, 0.13, 0.12, 0.09, 0.09, 0.13, 0.09, 0.08, 0.13, 0.12, 0.09, 0.09, 0.11, 0.08, 0.13, 0.10, 0.09, 0.12, 0.09, 0.13, 0.10, 0.10, 0.09, 0.06, 0.10, 0.08, 0.12, 0.10, 0.14, 0.09, 0.12, 0.13, 0.11, 0.09, 0.08, 0.10, 0.07, 0.09, 0.04, 0.10, 0.07, 0.09, 0.08, 0.11, 0.06, 0.11, 0.08],
  "total_energy_ha": -4384.8255,
  "gap_ha": [0.314, 0.074],
  "charge": 1,
  "molar_mass_g_mol": 1212.36,
  "s2": 0.756,
  "multiplicity": 2
}